[1]
{
  "formula": "C2H9NSi",
  "method": "wB97M-V/def2-TZVPD",
  "total_charge": 0,
  "energy_ha": -425.77840,
  "multiplicity": 1,
  "lumo_energy_ev": 0.9393,
  "gap_ev": 8.5,
  "species": ["C", "C", "N", "Si", "H", "H", "H", "H", "H", "H", "H", "H", "H"],
  "xyz": [[1.70367, -0.22848, -0.79340], [-1.44383, -1.42590, 0.79069], [-0.28257, 1.86377, 0.58484], [-0.00292, 0.47964, -0.45307], [1.81559, -0.42346, -1.81963], [2.57701, 0.30386, -0.33857], [1.53961, -1.24666, -0.44148], [-2.33953, -1.33165, 0.12580], [-0.81030, -2.31939, 0.59927], [-1.50732, -0.86852, 1.74130], [-0.84829, 2.56017, 0.25636], [0.25961, 1.94350, 1.43646], [-0.66073, 0.69312, -1.68858]],
  "atomic_forces_ev_per_a": [[-0.29, 0.29, 1.77], [1.41, 2.40, -2.53], [2.53, -3.40, -0.13], [-1.41, -1.59, 2.71], [0.35, 0.45, -1.64], [-0.75, -0.74, -0.40], [0.66, -0.06, 0.69], [0.77, -0.31, 0.86], [-0.73, 0.67, 0.74], [0.11, -0.93, -0.43], [-1.38, 2.28, -0.36], [-0.56, 0.54, -0.26], [-0.72, 0.39, -1.04]],
  "mulliken_charge": [-0.970, -1.071, -0.423, 0.433, 0.331, 0.289, 0.295, 0.249, 0.318, 0.272, 0.207, 0.220, -0.147]
}



[2]
{
  "formula": "C2H9O2",
  "method": "wB97M-V/def2-TZVPD",
  "total_charge": 1,
  "energy_ha": -231.77106,
  "multiplicity": 1,
  "lumo_energy_ev": -4.2518,
  "gap_ev": 11.1,
  "species": ["O", "H", "H", "H", "C", "O", "C", "H", "H", "H", "H", "H", "H"],
  "xyz": [[2.38385, 0.49872, -0.56446], [-2.53742, -0.46081, -0.70805], [3.23598, 0.62050, -0.11254], [2.66783, 0.08994, -1.39342], [-0.50336, 0.19180, -0.20145], [-2.10653, 0.19134, -0.13335], [-0.05038, -0.64700, 0.94866], [-0.29099, 1.25375, -0.20363], [-0.34519, -0.27005, -1.16734], [-2.59078, 1.03884, -0.14937], [-0.73631, -1.48462, 1.07496], [-0.09883, -0.05402, 1.86088], [0.97212, -0.96839, 0.74909]],
  "atomic_forces_ev_per_a": [[0.60, -0.19, -0.13], [-0.03, 0.03, -0.03], [-0.44, 0.12, 0.05], [-0.17, 0.09, -0.01], [-0.49, -0.32, -0.24], [-0.07, 0.14, 0.20], [-0.41, 0.58, 0.29], [0.23, -0.06, 0.06], [0.16, 0.16, -0.16], [0.27, -0.14, -0.09], [0.29, -0.24, -0.11], [0.22, -0.13, 0.08], [-0.16, -0.04, 0.09]],
  "mulliken_charge": [-0.629, 0.400, 0.319, 0.319, -0.100, -0.350, -0.979, 0.331, 0.250, 0.414, 0.384, 0.304, 0.335]
}



[3]
{
  "formula": "C2H9O3",
  "method": "wB97M-V/def2-TZVPD",
  "total_charge": -1,
  "energy_ha": -307.32865,
  "multiplicity": 1,
  "lumo_energy_ev": 4.4231,
  "gap_ev": 8.2,
  "species": ["C", "O", "C", "H", "H", "H", "H", "H", "H", "H", "O", "H", "H", "O"],
  "xyz": [[-0.62406, -1.05384, 0.77558], [-0.53100, 0.24232, 0.26801], [-1.62781, -1.88531, -0.11647], [0.38829, -1.45617, 0.73162], [-1.10349, -1.14030, 1.76650], [-2.41151, -2.29432, 0.52796], [-2.09503, -1.37464, -0.94744], [-1.10243, -2.75061, -0.58586], [0.66066, 0.97116, 0.87971], [1.54569, 2.46389, 1.01916], [1.54070, 1.51066, 1.05314], [1.39090, 1.53403, -1.36470], [0.27408, 0.56641, -1.26614], [0.94912, 0.88762, -1.92532]],
  "atomic_forces_ev_per_a": [[-1.23, 1.10, -2.09], [-0.01, 0.00, 0.89], [1.08, -1.42, 0.30], [0.05, -0.84, 0.46], [0.66, 0.31, 0.38], [-0.14, -0.10, -0.16], [0.09, 0.70, 0.07], [-0.31, 0.30, 0.31], [-0.34, 0.85, -0.55], [-0.81, 0.02, -0.06], [0.97, -0.75, 0.39], [0.24, -0.11, 0.03], [0.09, -0.21, 0.04], [-0.33, 0.15, 0.00]],
  "mulliken_charge": [-0.278, -0.986, -0.915, 0.264, 0.203, 0.264, 0.286, 0.226, 0.417, 0.242, -0.755, 0.297, 0.458, -0.725]
}



[4]
{
  "formula": "C2H9OP3",
  "method": "wB97M-V/def2-TZVPD",
  "smiles": "CCP(=O)(P)P",
  "total_charge": 0,
  "energy_ha": -1180.73511,
  "multiplicity": 1,
  "lumo_energy_ev": 0.1476,
  "gap_ev": 8.7,
  "species": ["C", "C", "P", "O", "P", "P", "H", "H", "H", "H", "H", "H", "H", "H", "H"],
  "xyz": [[-1.82106, -0.74427, -0.23869], [-1.22653, 0.60051, 0.03675], [0.59917, 0.58546, 0.04015], [1.12069, 2.39329, -0.75960], [0.97801, -0.84491, -1.47188], [1.30637, 0.41326, 2.08155], [-1.74332, -1.53760, 0.53136], [-2.89742, -0.62877, -0.43156], [-1.27356, -1.17182, -1.25995], [-1.61119, 1.13817, 0.99348], [-1.36856, 1.21397, -0.96991], [1.23236, -1.95970, -0.58721], [2.28983, -0.48943, -1.52345], [2.33904, -0.61191, 1.72686], [2.07616, 1.64376, 1.83207]],
  "atomic_forces_ev_per_a": [[0.21, -1.94, -2.01], [-0.02, 1.93, -0.54], [0.57, 6.63, -2.30], [-1.45, -5.74, 2.57], [0.02, -1.27, -0.21], [1.43, -0.25, -0.35], [0.29, 0.60, -0.19], [0.33, -0.17, -0.21], [-1.92, 0.87, 2.59], [0.52, -0.76, -1.90], [-0.02, -0.66, 2.38], [-0.22, 0.34, -0.37], [1.28, 0.30, -0.10], [-0.77, 1.24, 0.38], [-0.27, -1.14, 0.25]],
  "mulliken_charge": [-0.924, -0.458, 0.577, -0.696, -0.179, -0.211, 0.293, 0.308, 0.247, 0.357, 0.246, 0.082, 0.111, 0.096, 0.153]
}



[5]
{
  "formula": "C2H9OS",
  "method": "wB97M-V/def2-TZVPD",
  "total_charge": 1,
  "energy_ha": -554.68424,
  "multiplicity": 1,
  "lumo_energy_ev": -6.2283,
  "gap_ev": 9.8,
  "species": ["O", "H", "H", "H", "C", "C", "S", "H", "H", "H", "H", "H", "H"],
  "xyz": [[-1.16967, 0.74645, 0.69530], [-2.04754, 0.35131, 0.77731], [-3.55432, -0.07181, 2.41578], [-1.32992, 1.69167, 0.82237], [1.65482, -0.31723, -1.91712], [1.26554, -0.47620, -0.51684], [1.94853, 0.48421, 0.63421], [1.66532, -1.22932, -2.51020], [2.62417, 0.17422, -1.98226], [0.96055, 0.38895, -2.39144], [-3.50836, -0.78666, 2.63272], [0.50925, -1.16761, -0.20116], [0.98165, 0.21201, 1.54134]],
  "atomic_forces_ev_per_a": [[-0.10, 0.10, 0.01], [0.08, -0.05, 0.04], [-0.03, -0.21, 0.10], [0.03, -0.11, -0.04], [0.65, 0.02, -0.17], [0.41, 0.78, -0.08], [-0.57, -0.35, -0.17], [-0.20, -0.11, 0.17], [0.13, 0.01, -0.08], [-0.28, -0.13, 0.12], [0.01, 0.21, -0.10], [-0.45, -0.16, -0.02], [0.30, -0.01, 0.22]],
  "mulliken_charge": [-0.523, 0.270, -0.115, 0.299, -0.984, 0.266, 0.038, 0.333, 0.373, 0.304, 0.121, 0.361, 0.257]
}



[6]
{
  "formula": "C2HAgFO2",
  "method": "wB97M-V/def2-TZVPD",
  "total_charge": 1,
  "energy_ha": -473.71249,
  "multiplicity": 1,
  "lumo_energy_ev": [-6.4938, -6.4938],
  "gap_ev": [7.5, 7.5],
  "species": ["H", "Ag", "C", "C", "O", "O", "F"],
  "xyz": [[1.59011, 0.10063, -1.04022], [-1.62347, 2.30649, 1.66861], [0.60224, -0.58757, -0.94503], [-0.10754, -0.51893, 0.39473], [-0.50680, 0.45809, 0.94971], [0.26708, -0.05385, -1.97374], [-0.22161, -1.70485, 0.94594]],
  "atomic_forces_ev_per_a": [[0.54, -3.00, 2.46], [0.06, -0.08, -0.03], [4.16, 5.94, -0.39], [-1.20, -1.80, -0.36], [0.27, 0.31, -0.11], [-3.94, -1.56, -1.81], [0.11, 0.20, 0.25]],
  "mulliken_charge": [0.312, 0.938, -0.016, 0.592, -0.418, -0.290, -0.118]
}



[7]
{
  "formula": "C2HBeFO",
  "method": "wB97M-V/def2-TZVPD",
  "total_charge": 0,
  "energy_ha": -266.46451,
  "multiplicity": 1,
  "lumo_energy_ev": [-1.3693, -1.3693],
  "gap_ev": [7.2, 7.2],
  "species": ["H", "O", "C", "C", "F", "Be"],
  "xyz": [[1.32772, -1.32107, 0.21486], [1.23668, -0.30167, -0.18578], [-0.12892, -0.58005, 0.23907], [-0.85093, 0.52641, -0.03011], [-2.23299, 0.41137, -0.08417], [0.64843, 1.26501, -0.15388]],
  "atomic_forces_ev_per_a": [[0.62, 3.27, -1.00], [1.91, -2.17, 1.11], [-1.96, 0.83, -0.51], [-1.42, -0.89, -0.27], [1.63, 1.03, 0.50], [-0.78, -2.07, 0.17]],
  "mulliken_charge": [0.627, -0.084, -0.858, 0.621, -0.208, -0.098]
}



[8]
{
  "formula": "C2HBr2FO",
  "method": "wB97M-V/def2-TZVPD",
  "total_charge": 0,
  "energy_ha": -5399.91311,
  "multiplicity": 1,
  "lumo_energy_ev": 0.3836,
  "gap_ev": 11.1,
  "species": ["C", "C", "O", "F", "Br", "Br", "H"],
  "xyz": [[-2.32604, 1.68929, -0.56503], [0.84420, -0.64587, -0.00033], [-2.29163, 1.02641, 0.35175], [0.68950, -0.60979, -1.33560], [0.85600, 1.26131, 0.37013], [2.25533, -1.67377, 0.65758], [-0.02736, -1.04758, 0.52150]],
  "atomic_forces_ev_per_a": [[-0.08, -0.50, 0.69], [-1.54, 1.36, 0.32], [-0.26, 0.47, -0.73], [0.22, -1.34, -0.45], [0.74, 0.12, 0.80], [0.99, -0.27, -0.08], [-0.08, 0.16, -0.55]],
  "mulliken_charge": [0.124, 0.105, -0.113, -0.163, -0.115, -0.051, 0.213]
}



[9]
{
  "formula": "C2HBr2NO",
  "method": "wB97M-V/def2-TZVPD",
  "total_charge": 0,
  "energy_ha": -5354.60698,
  "multiplicity": 3,
  "lumo_energy_ev": [0.3230, -3.5145],
  "gap_ev": [5.9, 6.7],
  "species": ["C", "C", "N", "O", "Br", "Br", "H"],
  "xyz": [[-0.00602, -0.67741, -0.87875], [0.21971, 0.71706, 0.17585], [-0.11256, -0.74309, 0.38665], [-0.03275, -1.23677, -1.92789], [-1.32898, 1.91267, 0.36162], [1.89372, 1.37426, 0.72768], [-0.63312, -1.34671, 1.15484]],
  "atomic_forces_ev_per_a": [[0.05, -3.45, -2.93], [-0.79, -0.50, 1.26], [-0.35, 0.47, 2.15], [-0.14, 0.72, 0.75], [-1.66, 0.94, 0.23], [1.78, 0.06, 0.51], [1.12, 1.77, -1.97]],
  "mulliken_charge": [0.425, 0.052, -0.168, -0.360, -0.193, -0.088, 0.333]
}



[10]
{
  "formula": "C2HBr3",
  "method": "wB97M-V/def2-TZVPD",
  "smiles": "BrC=C(Br)Br",
  "total_charge": 0,
  "energy_ha": -7798.79113,
  "multiplicity": 1,
  "lumo_energy_ev": -0.7413,
  "gap_ev": 8.9,
  "species": ["Br", "C", "C", "Br", "Br", "H"],
  "xyz": [[0.73271, -2.10394, 0.06772], [0.71483, -0.21141, -0.06739], [-0.39627, 0.47673, 0.13734], [-0.52951, 2.34998, 0.07100], [-2.29522, -0.52087, 0.03059], [1.77345, 0.00951, -0.23926]],
  "atomic_forces_ev_per_a": [[-0.16, -0.11, -0.13], [0.12, -1.26, 0.41], [-1.75, -0.69, -1.00], [0.04, -0.52, 0.09], [2.58, 1.45, 0.40], [-0.83, 1.13, 0.22]],
  "mulliken_charge": [-0.087, -0.038, -0.082, -0.056, -0.107, 0.370]
}



[11]
{
  "formula": "C2HBrF2S",
  "method": "wB97M-V/def2-TZVPD",
  "smiles": "FC(F)(Br)C=S",
  "total_charge": 0,
  "energy_ha": -3248.67799,
  "multiplicity": 1,
  "lumo_energy_ev": -1.4508,
  "gap_ev": 8.4,
  "species": ["F", "C", "F", "Br", "C", "S", "H"],
  "xyz": [[-0.66387, -0.00702, 1.58730], [-0.54504, -0.17759, 0.01806], [-0.92129, -1.41809, -0.40167], [-1.82756, 1.12294, -0.54347], [0.95114, 0.12297, -0.13058], [1.94012, -0.71672, -1.05895], [1.06650, 1.07351, 0.52932]],
  "atomic_forces_ev_per_a": [[0.10, -1.23, -3.39], [-0.28, -0.77, 2.77], [0.52, 1.76, 1.15], [0.45, -0.16, -0.32], [-1.35, 1.62, 0.59], [-0.14, 0.42, 0.49], [0.70, -1.65, -1.29]],
  "mulliken_charge": [-0.295, 0.619, -0.163, -0.033, -0.254, -0.154, 0.279]
}



[12]
{
  "formula": "C2HBrF3NO",
  "method": "wB97M-V/def2-TZVPD",
  "smiles": "FC=C(F)F.O=NBr",
  "total_charge": 0,
  "energy_ha": -3080.29067,
  "multiplicity": 1,
  "lumo_energy_ev": -1.2262,
  "gap_ev": 8.8,
  "species": ["F", "C", "C", "F", "F", "H", "O", "N", "Br"],
  "xyz": [[0.98988, 0.76470, 1.59273], [1.20189, 0.21382, 0.39748], [0.80485, 0.79688, -0.72266], [1.00066, 0.25767, -1.91532], [0.17879, 1.95352, -0.83284], [1.71182, -0.73270, 0.42223], [-1.56964, -1.23721, 1.50273], [-2.31198, -0.78335, 0.74037], [-2.00627, -1.23335, -1.18473]],
  "atomic_forces_ev_per_a": [[-0.15, 0.33, 0.26], [-0.03, 0.00, -0.46], [0.01, -0.02, -0.18], [0.05, 0.04, 0.27], [0.13, -0.26, 0.26], [0.02, -0.09, -0.16], [-0.97, 0.56, -1.43], [0.72, -0.31, 1.99], [0.22, -0.26, -0.56]],
  "mulliken_charge": [-0.245, -0.095, 0.382, -0.207, -0.214, 0.377, -0.137, 0.241, -0.102]
}